The following is a quantum chemistry calculation of the molecule C17H25N5O2S, from the OMol25 dataset.

Spin multiplicity ... 1
Relative energy (zero: lowest compared OMol25 entry of this formula, charge and spin) ... 63.85 kcal per mole
Structure (SMILES) ... CCN1C(=S)N2CCC[C@@H]2c2c1nc([C@H](C)N1CCOCC1)[nH]c2=O
HOMO-LUMO gap ... 8.24 eV
HOMO level ... -8.01 eV

XYZ file:
```
50
Properties=species:S:1:pos:R:3:forces:R:3
O -3.266561 1.177391 -0.594014 -3.161 2.507 -2.449
S -0.685094 1.121834 5.389270 1.068 -0.338 0.222
N -0.455402 -1.004105 0.884549 -0.906 0.119 -1.043
O 3.233326 -2.291661 -2.641020 -0.546 1.121 1.600
C -2.566276 0.443567 -0.006584 1.117 0.447 1.763
C -0.995953 1.081798 3.759580 -1.829 0.507 1.447
C -1.148198 -1.443217 -0.136186 -0.632 2.180 -0.290
C -0.907787 0.150135 1.585127 0.692 -1.634 0.923
C -1.886427 0.962929 1.210771 -1.510 -2.709 -2.092
N -2.372074 -0.834004 -0.511758 3.510 -0.420 3.487
N -0.317556 0.312630 2.837226 1.257 0.865 -1.006
N 0.246399 -1.890347 -2.215420 0.598 2.064 -0.172
N -2.163182 1.718996 3.393042 0.877 0.213 0.354
C 1.470447 -1.389046 3.313375 0.232 0.467 -0.634
C 0.239465 -3.437866 -0.289842 -1.446 -0.028 1.770
C 2.622829 -1.398499 -1.609357 0.886 0.931 -3.359
C 2.339695 -3.371218 -2.737553 -1.054 0.728 -1.330
C 1.173162 0.074086 2.941108 -0.683 0.544 1.038
C 1.271007 -0.804132 -1.928367 -1.696 -1.630 -0.293
C 0.987053 -2.720000 -3.204366 -1.593 -2.937 2.427
C -3.069631 2.507332 4.295131 0.588 0.875 -0.534
C -0.584509 -2.455798 -1.098976 2.037 -2.344 -1.376
C -2.386573 2.092582 2.027503 0.911 1.269 -1.318
C -3.817106 3.462688 3.293767 -0.235 -0.638 1.349
C -3.795350 2.691207 1.986458 2.091 1.278 0.334
H -2.720712 -0.957589 -1.404082 -0.829 -0.464 -2.124
H 2.357378 -1.365060 3.948579 -0.394 -0.472 0.443
H 0.566119 -1.884712 3.696371 0.612 0.350 0.500
H 1.742946 -1.975011 2.436523 -0.002 0.140 -0.206
H 0.497457 -4.302841 -0.824702 0.439 -0.983 -1.013
H 1.099493 -3.029434 0.202962 0.327 0.344 0.154
H -0.452975 -3.791074 0.485393 0.341 -0.128 0.260
H 2.670786 -1.875855 -0.709229 -0.111 -1.418 2.490
H 3.240859 -0.543742 -1.572934 1.291 0.791 0.116
H 2.638688 -4.070103 -3.536530 0.253 0.409 0.201
H 2.296385 -3.946929 -1.808639 -0.193 0.170 -0.013
H 1.507134 0.809683 3.710922 -0.298 -0.911 -0.209
H 1.713219 0.415558 2.041978 -0.690 -0.355 -0.067
H 1.257948 -0.243235 -2.866505 0.502 0.200 0.192
H 0.963594 -0.136538 -1.120326 0.006 -0.148 -0.002
H 1.136197 -2.169165 -4.090505 0.458 0.956 -0.857
H 0.349554 -3.551325 -3.497863 -0.408 -0.194 -0.050
H -2.564585 3.184221 5.042441 -0.206 -1.460 -0.510
H -3.753010 1.751964 4.725472 0.317 0.749 0.288
H -1.317530 -3.161812 -1.611780 0.104 1.512 0.642
H -1.743075 2.953100 1.740621 0.034 -0.024 0.346
H -3.431908 4.530778 3.263758 -0.102 -1.531 -0.112
H -4.826910 3.493340 3.689234 -0.303 0.447 -0.131
H -3.931933 3.387052 1.205548 0.115 0.502 -1.289
H -4.540650 1.994503 1.888992 -1.838 -1.917 0.132
```
Forces are in eV/Å.